Entry one
{
  "formula": "CH5NS",
  "method": "the ωB97M-V functional and the def2-TZVPD basis",
  "symbols": ["C", "S", "H", "H", "N", "H", "H", "H"],
  "coordinates": [[0.055, 0.402, -2.333], [-0.127, 1.217, -0.935], [-0.720, 0.483, -2.965], [0.859, -0.266, -2.509], [-0.138, -0.223, 2.215], [-0.743, -0.726, 1.549], [-0.068, -0.690, 3.107], [0.883, -0.196, 1.871]],
  "homo_energy_ev": -8.93,
  "multiplicity": 1,
  "gap_ev": 8.48
}

---

Entry two
{
  "formula": "CH5NS",
  "method": "the ωB97M-V functional and the def2-TZVPD basis",
  "symbols": ["C", "N", "H", "H", "H", "S", "H", "H"],
  "coordinates": [[0.333, 5.453, -0.847], [-0.475, 4.657, -0.280], [0.167, 6.505, -1.089], [1.338, 5.079, -1.055], [-1.407, 5.092, -0.323], [0.027, -4.584, 0.435], [-0.544, -4.679, 1.667], [1.176, -4.026, 0.857]],
  "homo_energy_ev": -9.74,
  "multiplicity": 1,
  "gap_ev": 10.82
}

---

Stability, highest: entry two

---

Entry one
{
  "formula": "C3H7N3O",
  "method": "the ωB97M-V functional and the def2-TZVPD basis",
  "symbols": ["C", "C", "N", "N", "N", "C", "O", "H", "H", "H", "H", "H", "H", "H"],
  "coordinates": [[-0.579, 2.767, -0.080], [-0.023, 1.573, -0.406], [0.328, 0.450, -0.315], [0.992, -0.641, -0.647], [0.755, -1.928, -0.198], [-0.420, -2.084, 0.546], [1.496, -2.808, -0.581], [-0.884, 3.315, -0.908], [0.093, 3.408, 0.657], [-1.363, 2.634, 0.624], [1.971, -0.382, -1.119], [-0.592, -3.145, 0.722], [-1.287, -1.589, 0.058], [-0.485, -1.570, 1.647]],
  "homo_energy_ev": [-21.21, -21.21],
  "multiplicity": 1,
  "gap_ev": [9.64, 9.63],
  "total_charge": 2
}

---

Entry two
{
  "formula": "C3H7N3O",
  "method": "the ωB97M-V functional and the def2-TZVPD basis",
  "symbols": ["C", "C", "C", "N", "N", "N", "O", "H", "H", "H", "H", "H", "H", "H"],
  "coordinates": [[1.214, -2.151, -0.850], [0.393, -0.518, 0.669], [1.313, -3.220, -1.750], [1.104, -1.213, -0.138], [-0.229, 0.183, 1.306], [-1.092, 2.516, 0.849], [-1.609, 2.339, 2.202], [2.253, -3.914, -1.428], [1.631, -2.742, -2.764], [0.428, -3.886, -1.418], [-2.489, 1.984, 2.125], [-1.873, 2.984, 0.337], [-0.235, 3.056, 0.696], [-1.124, 1.601, 2.698]],
  "homo_energy_ev": -18.89,
  "multiplicity": 1,
  "gap_ev": 9.53,
  "total_charge": 2
}

---

Entry three
{
  "formula": "C3H7N3O",
  "method": "the ωB97M-V functional and the def2-TZVPD basis",
  "symbols": ["C", "C", "N", "C", "N", "N", "O", "H", "H", "H", "H", "H", "H", "H"],
  "coordinates": [[-0.534, 0.693, -2.804], [-0.243, 0.388, -1.498], [0.005, 0.158, -0.388], [-0.055, -0.022, 0.862], [-0.621, 0.690, 1.773], [0.806, -1.254, 1.270], [0.955, -1.681, 2.532], [0.257, 1.447, -3.260], [-1.492, 1.202, -2.863], [-0.515, -0.261, -3.346], [-1.297, 1.452, 1.532], [-0.538, 0.209, 2.634], [1.484, -1.508, 0.504], [1.786, -1.512, 3.052]],
  "homo_energy_ev": [-18.99, -18.99],
  "multiplicity": 1,
  "gap_ev": [8.01, 8.01],
  "total_charge": 2
}

---

Stability, highest: entry three

---

Entry one
{
  "formula": "C2H10NO5",
  "method": "the ωB97M-V functional and the def2-TZVPD basis",
  "symbols": ["O", "C", "O", "C", "N", "H", "H", "H", "H", "H", "H", "O", "H", "H", "O", "H", "H", "O"],
  "coordinates": [[-0.333, 0.116, 0.470], [0.429, -0.166, -0.445], [-0.070, -0.413, -1.622], [2.050, 0.114, -0.364], [2.294, 1.480, 0.165], [2.484, -0.666, 0.277], [2.448, 0.116, -1.351], [1.929, 2.222, -0.333], [1.940, 1.497, 1.092], [0.422, 1.158, 2.826], [0.214, -0.038, 1.979], [0.594, 0.237, 2.852], [-1.303, -2.361, 0.258], [-1.868, -1.286, -0.644], [-2.100, -2.022, -0.028], [-1.753, 0.468, -0.590], [-1.603, 0.305, -1.979], [-2.322, 0.650, -1.401]],
  "homo_energy_ev": -5.14,
  "multiplicity": 1,
  "gap_ev": 9.01,
  "total_charge": -1
}

---

Entry two
{
  "formula": "C2H10NO5",
  "method": "the ωB97M-V functional and the def2-TZVPD basis",
  "symbols": ["C", "N", "C", "O", "O", "H", "H", "H", "H", "H", "H", "O", "H", "H", "O", "H", "H", "O"],
  "coordinates": [[-0.053, 1.133, 1.545], [-0.245, 0.145, 0.479], [-0.030, -1.252, 0.805], [-0.839, -2.026, 0.234], [0.886, -1.505, 1.600], [0.269, 2.098, 1.083], [0.673, 0.867, 2.304], [-0.932, 1.314, 2.153], [-1.219, 0.295, 0.194], [-1.560, -1.320, -1.218], [-2.765, -0.634, -1.896], [-1.874, -0.939, -2.060], [-0.404, 0.179, -3.163], [0.286, 0.687, -1.920], [0.214, 0.884, -2.875], [2.590, 0.263, 0.146], [2.127, -0.353, 1.524], [2.876, 0.164, 1.064]],
  "homo_energy_ev": -5.50,
  "multiplicity": 1,
  "gap_ev": 9.13,
  "total_charge": -1
}

---

Stability, highest: entry two

---

Entry one
{
  "formula": "CH4BBrO2",
  "method": "the ωB97M-V functional and the def2-TZVPD basis",
  "symbols": ["B", "C", "O", "O", "Br", "H", "H", "H", "H"],
  "coordinates": [[-0.109, -0.261, -0.096], [0.655, 1.008, 0.438], [-0.534, -1.335, 0.685], [-0.356, -0.098, -1.372], [-1.761, 2.251, 1.212], [0.863, 0.816, 1.466], [1.115, 1.870, -0.084], [-1.137, -1.843, 0.280], [-0.864, -0.765, -1.929]],
  "homo_energy_ev": -9.59,
  "multiplicity": 1,
  "gap_ev": 7.41
}

---

Entry two
{
  "formula": "CH4BBrO2",
  "method": "the ωB97M-V functional and the def2-TZVPD basis",
  "symbols": ["B", "C", "O", "O", "Br", "H", "H", "H", "H"],
  "coordinates": [[1.045, -0.196, 0.183], [-1.452, 1.036, 0.395], [-0.088, 0.496, -0.222], [1.688, -0.800, -0.826], [-2.941, 0.262, -0.616], [1.060, -0.431, 1.272], [-1.491, 0.660, 1.392], [-0.220, 0.276, -1.153], [2.398, -1.301, -0.426]],
  "homo_energy_ev": -7.05,
  "multiplicity": 1,
  "gap_ev": 7.03
}

---

Stability, highest: entry one

---

Entry one
{
  "formula": "C2H14O5",
  "method": "the ωB97M-V functional and the def2-TZVPD basis",
  "symbols": ["C", "C", "H", "H", "H", "H", "O", "H", "H", "O", "H", "H", "O", "H", "H", "O", "H", "H", "O", "H", "H"],
  "coordinates": [[-1.073, -3.572, -1.570], [-0.335, -3.648, -0.467], [-1.479, -2.604, -1.873], [-1.071, -4.371, -2.305], [-0.234, -2.833, 0.249], [0.337, -4.487, -0.194], [-0.430, 1.326, -3.051], [-0.722, 0.809, -2.291], [-0.851, 0.909, -3.808], [1.390, 0.772, -0.654], [2.212, 0.567, -1.093], [1.133, 0.206, 0.101], [0.113, -0.325, 1.575], [0.712, -0.558, 2.296], [0.019, 0.629, 1.745], [-0.171, 2.172, 3.436], [-1.070, 2.442, 3.636], [0.139, 2.676, 2.664], [0.437, 3.325, 0.947], [0.415, 2.541, 0.366], [0.528, 4.024, 0.289]],
  "homo_energy_ev": -10.12,
  "multiplicity": 1,
  "gap_ev": 10.67
}

---

Entry two
{
  "formula": "C2H14O5",
  "method": "the ωB97M-V functional and the def2-TZVPD basis",
  "symbols": ["C", "C", "O", "H", "H", "H", "H", "H", "H", "O", "H", "H", "O", "H", "H", "O", "H", "H", "O", "H", "H"],
  "coordinates": [[-14.803, -8.886, -8.674], [-14.606, -9.138, -7.183], [-15.454, -10.249, -6.830], [-14.242, -9.633, -9.234], [-14.336, -7.920, -8.902], [-15.842, -8.793, -8.981], [-14.943, -8.233, -6.664], [-13.591, -9.352, -6.865], [-16.364, -10.091, -7.088], [-13.386, -12.137, -7.567], [-14.074, -11.545, -7.222], [-13.624, -12.278, -8.488], [-14.563, -10.389, -4.164], [-14.935, -10.299, -5.062], [-13.591, -10.418, -4.293], [-14.700, -13.274, -3.033], [-15.590, -13.612, -2.896], [-14.824, -12.341, -3.268], [-11.873, -10.119, -4.666], [-11.887, -9.430, -3.988], [-11.380, -9.733, -5.398]],
  "homo_energy_ev": -10.43,
  "multiplicity": 1,
  "gap_ev": 10.82
}

---

Stability, highest: entry two

---

Entry one
{
  "formula": "C3H4ClFO",
  "method": "the ωB97M-V functional and the def2-TZVPD basis",
  "symbols": ["O", "C", "C", "C", "F", "Cl", "H", "H", "H", "H"],
  "coordinates": [[-1.796, -0.652, -0.644], [-0.465, -0.789, -0.587], [0.523, -1.463, 0.286], [0.566, 0.015, -0.058], [1.666, 0.309, -0.747], [-0.222, 1.209, 0.892], [-2.188, 0.148, -0.837], [-0.336, -1.193, -1.636], [0.480, -1.626, 1.532], [1.441, -2.030, -0.200]],
  "homo_energy_ev": -9.89,
  "multiplicity": 1,
  "gap_ev": 10.57
}

---

Entry two
{
  "formula": "C3H4ClFO",
  "method": "the ωB97M-V functional and the def2-TZVPD basis",
  "symbols": ["C", "C", "O", "C", "F", "Cl", "H", "H", "H", "H"],
  "coordinates": [[1.040, -0.725, 0.148], [0.388, 0.431, -0.282], [0.849, 1.103, -1.330], [-0.923, 0.657, 0.235], [-1.244, 1.950, -0.027], [-1.847, -0.520, -0.708], [0.114, -1.117, 0.971], [2.121, -0.841, 0.486], [0.905, -1.538, -0.697], [-1.404, 0.599, 1.205]],
  "homo_energy_ev": -10.46,
  "multiplicity": 1,
  "gap_ev": 10.10
}

---

Stability, highest: entry two